65
Properties=species:S:1:pos:R:3 method="wB97M-V/def2-TZVPD" max_force_ha_per_bohr=0.1117 energy_ha=-2415.4337 spin_multiplicity=5 charge=+2 homo_ev="-14.74 / -14.78" homo_lumo_gap_ev="8.4 / 5.2"
Os 1.182 -0.078 -0.987
C -2.365 0.204 1.729
N -1.229 0.128 0.909
P -0.073 1.266 0.307
C -0.623 2.868 -0.246
C -1.851 3.381 0.155
C -2.268 4.565 -0.431
C -1.517 5.191 -1.458
C -0.121 4.790 -1.663
C 0.253 3.559 -1.152
C 1.048 1.643 1.716
C 1.410 2.887 2.225
C 2.155 2.990 3.372
C 2.585 1.908 4.109
C 2.301 0.614 3.590
C 1.724 0.511 2.332
P -0.596 -1.349 0.027
C -0.312 -2.568 1.249
C 0.126 -2.318 2.546
C 0.757 -3.341 3.294
C 0.818 -4.575 2.809
C 0.199 -4.935 1.613
C -0.364 -3.947 0.814
C -1.914 -1.858 -1.113
C -1.950 -1.366 -2.450
C -2.994 -1.673 -3.306
C -3.973 -2.554 -2.863
C -3.875 -3.126 -1.597
C -2.949 -2.642 -0.675
H -2.802 -0.897 1.742
H -3.086 0.812 1.154
H -2.078 0.568 2.743
H -2.480 2.904 0.947
H -3.282 4.914 -0.176
H -1.931 5.958 -2.147
H 0.550 5.394 -2.327
H 1.253 3.182 -1.367
H 1.149 3.788 1.641
H 2.421 3.999 3.735
H 3.135 2.102 4.986
H 2.565 -0.284 4.103
H 1.799 -0.487 1.797
H 0.181 -1.287 2.893
H 1.292 -3.158 4.239
H 1.272 -5.438 3.267
H 0.178 -5.975 1.293
H -0.841 -4.273 -0.111
H -1.151 -0.720 -2.771
H -3.093 -1.213 -4.242
H -4.924 -2.560 -3.447
H -4.690 -3.804 -1.402
H -2.914 -3.089 0.366
N 1.215 0.074 -3.064
C 2.441 0.822 -3.528
C 3.125 1.578 -2.346
O 3.827 2.599 -2.522
O 2.896 1.050 -1.147
H 1.018 -0.862 -3.544
H 0.403 0.538 -3.447
H 2.359 1.527 -4.410
H 3.120 0.015 -3.860
F 3.196 -1.800 0.267
C 2.587 -1.728 -0.963
F 3.559 -1.472 -1.919
F 2.148 -2.951 -1.286